1.
This record from OMol25 describes a molecular structure, C19H21N8PRhS. The level of theory is the ωB97M-V functional and the def2-TZVPD basis.

Results
Net charge = +1
E_HOMO (alpha / beta) = -9.38 / -9.39 eV
Frontier orbital gap (alpha / beta) = 6.6 / 6.7 eV
ΔE to the lowest compared entry with this formula, charge and spin = 0.0 kJ/mol
LUMO (alpha / beta) = -0.1011 / -0.0994 Ha
2S+1 = 1

Atoms and positions in Å:
Rh -0.718 -0.353 -0.390
C 4.595 -1.707 0.626
N 3.474 -0.887 0.181
C 3.570 0.265 -0.549
C 2.292 0.694 -0.762
N 1.424 -0.172 -0.158
C 2.156 -1.125 0.392
P 1.486 -2.621 1.183
C 0.198 -1.822 2.175
N -0.685 -0.946 1.732
C -1.428 -0.554 2.808
C -0.987 -1.215 3.918
N 0.043 -2.015 3.511
C 0.818 -2.905 4.367
C 0.465 -3.139 -0.227
N -0.397 -2.365 -0.874
C -0.946 -3.117 -1.873
C -0.405 -4.368 -1.823
N 0.485 -4.373 -0.784
C 1.292 -5.510 -0.360
H 5.514 -1.252 0.271
H 4.518 -2.711 0.214
H 4.622 -1.762 1.712
H 4.518 0.664 -0.863
H 1.955 1.535 -1.342
H -2.225 0.165 2.720
H -1.315 -1.188 4.942
H 0.425 -2.833 5.377
H 1.866 -2.613 4.375
H 0.730 -3.934 4.027
H -1.666 -2.701 -2.554
H -0.572 -5.241 -2.430
H 1.065 -6.350 -1.010
H 1.057 -5.786 0.666
H 2.352 -5.280 -0.441
S -1.370 0.081 -2.404
N -1.292 3.786 0.302
C -0.547 2.695 0.032
N -1.233 1.587 0.121
C -2.535 1.971 0.446
C -3.686 1.205 0.619
C -4.847 1.872 0.946
C -4.876 3.270 1.089
C -3.747 4.039 0.902
C -2.579 3.357 0.574
H -0.962 4.736 0.290
H 0.498 2.757 -0.214
H -3.663 0.132 0.475
H -5.763 1.312 1.081
H -5.809 3.755 1.341
H -3.773 5.116 0.998

Here are the natural (NBO) charges for atoms 1 to 5, given in e: number 1, Rh, carries 0.695; number 2, C, carries -0.405; number 3, N, carries -0.315; number 4, C, carries -0.057; number 5, C, carries -0.073

***

2.
This record from OMol25 describes a molecular structure, C34H47Br11I2N2O3S at a distorted geometry. The level of theory is the ωB97M-V functional and the def2-TZVPD basis.

Results
E_HOMO = -7.80 eV
Frontier orbital gap = 7.1 eV
LUMO = -0.0243 Ha
2S+1 = 1

Atoms and positions in Å:
C 3.863 -5.146 0.367
C 4.459 -3.687 -0.157
C 3.861 -2.394 0.659
O 2.490 -1.992 0.234
C 2.404 -0.572 0.634
C 0.881 0.031 0.709
C 0.643 1.526 0.001
C -0.811 2.285 -0.016
C -1.095 3.758 -0.752
I -1.083 5.692 0.287
C -1.402 3.658 -2.236
C -1.430 2.180 -3.017
I -1.849 5.400 -3.513
C -2.143 1.573 0.694
C -3.641 2.238 0.747
C -4.135 2.643 2.290
N -3.135 3.499 3.035
C -1.896 0.103 1.376
C -0.420 -0.684 1.411
N -0.287 -2.033 2.083
C -1.304 -3.041 1.597
C -0.916 -4.545 1.069
C -2.069 -5.603 0.527
C -3.702 -5.247 0.491
C -4.824 -6.315 -0.090
O -5.703 -5.627 -1.093
C -7.082 -6.187 -1.022
C -8.246 -5.582 -0.003
O -7.435 -7.233 -1.820
C -4.085 -3.722 1.056
Br -5.993 -3.068 1.098
C -2.933 -2.664 1.581
S -3.315 -0.891 2.183
H 3.969 -5.988 -0.472
H 4.458 -5.486 1.334
H 2.751 -4.990 0.697
H 5.629 -3.733 0.076
H 4.379 -3.579 -1.329
H 4.582 -1.477 0.409
H 3.916 -2.613 1.829
H 2.965 0.038 -0.223
H 2.992 -0.409 1.654
H 1.557 2.078 -0.528
H -0.326 1.761 -3.111
H -2.161 1.410 -2.487
H -1.834 2.278 -4.134
H -3.719 3.248 0.127
H -4.499 1.535 0.324
H -4.377 1.698 2.952
H -5.155 3.260 2.232
H -2.325 2.926 3.366
H -2.847 4.265 2.383
H 0.690 -2.399 2.080
H 0.223 -4.869 1.059
H -1.755 -6.670 0.119
H -4.226 -7.128 -0.727
H -5.432 -6.872 0.740
H -8.386 -4.415 -0.158
H -7.787 -5.703 1.091
H -9.291 -6.096 -0.124
Br 3.288 -5.901 -3.607
C 2.518 -4.161 -4.038
C 3.450 -3.352 -4.911
Br 4.916 -2.599 -3.868
H 2.278 -3.674 -3.090
H 1.590 -4.387 -4.572
H 2.928 -2.489 -5.334
H 3.900 -3.933 -5.721
Br 0.629 9.025 -2.506
C 2.088 8.381 -1.382
C 3.154 7.699 -2.207
Br 2.594 5.909 -2.744
H 1.644 7.732 -0.623
H 2.489 9.277 -0.898
H 4.061 7.547 -1.614
H 3.409 8.241 -3.121
Br -2.273 -3.316 3.934
C -2.154 -3.125 5.872
C -0.742 -2.799 6.303
Br 0.395 -4.383 6.250
H -2.539 -4.050 6.308
H -2.831 -2.302 6.118
H -0.725 -2.471 7.347
H -0.262 -2.040 5.680
Br 1.327 1.641 2.520
C 1.446 1.832 4.457
C 2.858 2.158 4.889
Br 3.995 0.574 4.836
H 1.061 0.907 4.894
H 0.769 2.656 4.704
H 2.875 2.486 5.932
H 3.338 2.917 4.265
Br 3.568 6.280 -7.215
C 3.881 8.189 -6.965
C 5.328 8.467 -6.628
Br 5.718 8.020 -4.770
H 3.182 8.529 -6.197
H 3.613 8.647 -7.922
H 5.545 9.535 -6.715
H 6.033 7.905 -7.247

Here are the Mulliken charges for atoms 1 to 5, given in e: number 1, C, carries -0.449; number 2, C, carries 0.040; number 3, C, carries -0.296; number 4, O, carries -0.178; number 5, C, carries -0.242

***

3.
This record from OMol25 describes a molecular structure, C21H36FeN3Si3Te4. The level of theory is the ωB97M-V functional and the def2-TZVPD basis.

Results
Net charge = -2
E_HOMO (alpha / beta) = -1.33 / -1.31 eV
Frontier orbital gap (alpha / beta) = 5.3 / 4.6 eV
<S²> = 8.7797
ΔE to the lowest compared entry with this formula, charge and spin = 0.0 kJ/mol
LUMO (alpha / beta) = 0.1451 / 0.1225 Ha
2S+1 = 6

Atoms and positions in Å:
Fe 0.001 -0.559 0.613
Te -0.522 -1.700 3.196
Te -0.847 -3.588 4.974
Te -1.284 -5.615 1.860
Te -0.752 -3.377 0.724
C -1.211 0.245 -3.768
Si -1.240 -1.171 -2.493
C -2.903 -1.047 -1.641
C -1.297 -2.796 -3.468
N 0.059 -1.103 -1.387
C 1.373 -1.126 -1.815
C 1.766 -1.177 -3.157
C 3.103 -1.182 -3.552
C 4.088 -1.144 -2.586
C 3.728 -1.090 -1.239
C 2.401 -1.062 -0.812
N 1.985 -0.968 0.510
Si 2.959 -0.769 1.914
C 3.165 -2.358 2.913
C 4.783 -0.261 1.710
C 2.272 0.660 2.958
H -2.210 0.678 -3.884
H -0.875 -0.087 -4.754
H -0.539 1.043 -3.444
H -3.667 -0.919 -2.416
H -2.957 -0.188 -0.972
H -3.154 -1.943 -1.069
H -2.160 -2.808 -4.143
H -1.400 -3.634 -2.773
H -0.398 -2.966 -4.062
H 1.005 -1.207 -3.926
H 3.355 -1.213 -4.607
H 5.138 -1.148 -2.858
H 4.520 -1.058 -0.506
H 3.933 -2.969 2.426
H 2.260 -2.956 2.998
H 3.514 -2.134 3.926
H 5.399 -1.027 1.235
H 5.165 -0.119 2.727
H 4.912 0.676 1.163
H 1.266 0.956 2.650
H 2.921 1.535 2.855
H 2.219 0.392 4.017
C -0.145 3.770 1.367
Si -0.636 2.409 0.135
C -1.667 3.251 -1.217
C 1.007 2.031 -0.696
N -1.336 0.967 0.778
C -2.603 1.012 1.342
C -3.257 2.217 1.670
C -4.530 2.240 2.220
C -5.219 1.063 2.474
C -4.602 -0.139 2.142
C -3.338 -0.164 1.584
H 0.353 4.564 0.804
H 0.562 3.377 2.102
H -0.974 4.221 1.915
H -0.993 3.613 -1.997
H -2.246 4.101 -0.845
H -2.366 2.547 -1.674
H 1.492 2.999 -0.863
H 0.895 1.537 -1.663
H 1.694 1.423 -0.105
H -2.761 3.161 1.490
H -4.983 3.197 2.456
H -6.209 1.079 2.912
H -5.111 -1.079 2.320
H -2.900 -1.114 1.313

Here are the natural (NBO) charges for atoms 1 to 5, given in e: number 1, Fe, carries 1.276; number 2, Te, carries -0.119; number 3, Te, carries -0.479; number 4, Te, carries -0.243; number 5, Te, carries 0.060

***

4.
This record from OMol25 describes 7 unconnected molecules or ions with the total composition C38H74NO15S6. The level of theory is the ωB97M-V functional and the def2-TZVPD basis.

Results
E_HOMO (alpha / beta) = -8.06 / -9.46 eV
Frontier orbital gap (alpha / beta) = 8.5 / 9.9 eV
<S²> = 0.7540
LUMO (alpha / beta) = 0.0153 / 0.0153 Ha
2S+1 = 2

Atoms and positions in Å:
C 0.170 -4.460 2.705
C -0.822 -5.421 2.011
C -1.373 -6.408 3.042
C -0.174 -6.229 0.885
C 0.069 -5.496 -0.432
C 1.165 -4.427 -0.451
C 2.554 -4.934 -0.062
C 3.566 -3.844 0.349
C 3.267 -2.433 -0.115
O 2.341 -1.831 0.822
C 1.719 -0.724 0.409
O 1.911 -0.157 -0.632
C -1.275 -4.936 -0.899
C -2.034 -4.065 0.111
C -1.498 -2.619 0.179
C -3.498 -4.007 -0.312
N -1.993 -4.676 1.475
O -2.670 -4.055 2.356
H 1.124 -4.402 2.185
H -0.244 -3.459 2.789
H 0.375 -4.804 3.718
H -0.634 -7.187 3.229
H -2.279 -6.884 2.668
H -1.607 -5.911 3.981
H -0.847 -7.059 0.650
H 0.733 -6.682 1.290
H 0.355 -6.269 -1.153
H 1.201 -4.040 -1.472
H 0.878 -3.594 0.184
H 2.472 -5.648 0.757
H 2.964 -5.502 -0.900
H 3.659 -3.813 1.436
H 4.556 -4.106 -0.026
H 4.171 -1.826 -0.135
H 2.818 -2.389 -1.106
H 1.001 -0.395 1.172
H -1.913 -5.773 -1.189
H -1.142 -4.325 -1.795
H -0.750 -2.495 0.958
H -2.309 -1.924 0.386
H -1.068 -2.330 -0.778
H -4.090 -3.517 0.458
H -3.556 -3.433 -1.236
H -3.904 -5.003 -0.488
C 3.980 2.472 -0.307
C 5.191 2.912 -1.139
C 5.883 4.048 -0.380
S 5.540 3.758 1.362
O 4.746 4.845 1.881
O 6.750 3.381 2.054
C 4.490 2.327 1.123
H 3.549 1.540 -0.666
H 3.202 3.237 -0.348
H 5.879 2.070 -1.253
H 4.899 3.245 -2.133
H 6.963 4.067 -0.503
H 5.464 5.021 -0.631
H 3.718 2.344 1.889
H 5.121 1.446 1.242
C -5.185 -0.267 -5.205
C -6.010 -0.536 -3.942
C -5.408 -1.764 -3.251
S -3.662 -1.766 -3.694
O -3.382 -2.944 -4.479
O -2.851 -1.484 -2.533
C -3.725 -0.338 -4.769
H -5.428 0.702 -5.635
H -5.385 -1.036 -5.955
H -5.952 0.332 -3.281
H -7.060 -0.700 -4.179
H -5.476 -1.737 -2.165
H -5.822 -2.698 -3.626
H -3.011 -0.487 -5.575
H -3.442 0.527 -4.168
C -10.227 3.372 -5.104
C -10.317 2.850 -3.663
C -8.944 2.275 -3.300
S -7.746 3.197 -4.281
O -7.111 2.291 -5.209
O -6.932 4.024 -3.431
C -8.941 4.188 -5.173
H -11.092 3.976 -5.371
H -10.173 2.536 -5.804
H -10.562 3.674 -2.990
H -11.094 2.096 -3.554
H -8.678 2.398 -2.253
H -8.845 1.230 -3.588
H -8.559 4.355 -6.177
H -9.029 5.135 -4.641
C -4.571 -3.849 6.613
C -3.407 -3.395 5.721
C -3.999 -2.533 4.604
S -5.483 -1.780 5.287
O -6.635 -2.279 4.578
O -5.303 -0.359 5.447
C -5.401 -2.598 6.882
H -4.221 -4.300 7.541
H -5.178 -4.589 6.087
H -2.702 -2.809 6.313
H -2.864 -4.238 5.295
H -3.341 -1.735 4.273
H -4.301 -3.130 3.747
H -6.418 -2.788 7.216
H -4.899 -1.916 7.568
C 5.841 4.175 5.960
C 7.046 4.621 5.123
C 7.730 5.760 5.886
S 7.393 5.467 7.631
O 6.579 6.543 8.139
O 8.603 5.098 8.322
C 6.353 4.027 7.389
H 5.420 3.240 5.591
H 5.056 4.933 5.923
H 7.737 3.786 5.001
H 6.745 4.936 4.127
H 8.809 5.786 5.758
H 7.304 6.733 5.648
H 5.583 4.035 8.156
H 6.991 3.150 7.503
C 7.570 4.354 -6.111
C 7.172 5.828 -6.278
C 5.646 5.905 -6.162
S 5.160 4.535 -5.098
O 4.366 3.607 -5.861
O 4.678 5.036 -3.835
C 6.805 3.851 -4.893
H 8.645 4.237 -5.980
H 7.276 3.783 -6.994
H 7.634 6.422 -5.487
H 7.509 6.231 -7.231
H 5.288 6.824 -5.705
H 5.149 5.746 -7.117
H 6.715 2.769 -4.827
H 7.209 4.256 -3.964

Here are the Mulliken charges for atoms 1 to 5, given in e: number 1, C, carries -1.476; number 2, C, carries 2.371; number 3, C, carries -1.571; number 4, C, carries -2.447; number 5, C, carries 0.836